Entry from OMol25: C4H6N2O2 as an isolated structure at a distorted geometry (ωB97M-V/def2-TZVPD).

Element x y z (Å)
1 C 1.44301 -0.78395 0.10083
2 C -0.42816 0.42158 -0.35783
3 C -1.80349 -0.08545 -0.30317
4 C -0.20458 -0.71365 0.51602
5 H 2.41643 0.75183 -0.80274
6 H 0.28210 1.47482 1.13274
7 H -0.00640 0.41171 -1.29608
8 H -2.55591 -0.16965 -1.15605
9 H -2.21695 0.30379 0.79029
10 H -0.16305 -0.63287 1.62933
11 N 1.65260 0.59848 -0.02403
12 N 0.62081 1.44417 0.05576
13 O 2.27196 -1.55776 -0.25255
14 O -1.30836 -1.46304 -0.03254

The calculation puts the HOMO energy at -9.23 eV.

Entry from OMol25: one molecule with the formula C15H21N3O2 at a distorted geometry (ωB97M-V/def2-TZVPD).

Element x y z (Å)
1 N 0.09388 1.46090 -1.14353
2 C 0.87849 1.76507 -0.07594
3 N 1.39280 0.99019 0.80115
4 O 1.23263 -0.40574 0.80172
5 C 1.35388 -1.19284 -0.25783
6 O 1.51454 -0.82649 -1.40089
7 C 1.25365 -2.63988 0.16817
8 H 1.06978 -2.67961 1.24073
9 H 2.21333 -3.11390 -0.04772
10 C 0.14852 -3.33999 -0.62750
11 H 0.34712 -3.17915 -1.68964
12 H 0.18949 -4.41329 -0.43392
13 C -1.25302 -2.81245 -0.29388
14 H -1.20231 -1.71875 -0.24543
15 C -2.23266 -3.19928 -1.41231
16 C -3.66916 -3.16846 -0.90352
17 H -4.36572 -3.29042 -1.73467
18 H -3.86213 -2.19170 -0.45568
19 C -3.89211 -4.27782 0.13168
20 H -4.24434 -5.18420 -0.36440
21 H -4.66950 -3.96650 0.83176
22 C -2.60014 -4.59130 0.89432
23 C -1.75871 -3.33096 1.06374
24 H -0.91427 -3.53804 1.72230
25 H -2.36739 -2.56614 1.54895
26 H -2.01797 -5.33889 0.35263
27 H -2.84108 -5.01327 1.87161
28 H -2.11391 -2.51397 -2.25373
29 H -2.00460 -4.20398 -1.77358
30 C 1.11845 3.19816 0.19973
31 C 2.28911 3.61624 0.82958
32 C 2.48130 4.96631 1.05965
33 C 1.49523 5.85259 0.64840
34 N 0.37267 5.46537 0.06865
35 C 0.18705 4.17665 -0.14484
36 H -0.76375 3.91809 -0.59412
37 H 1.60167 6.91977 0.79098
38 H 3.37666 5.32553 1.54238
39 H 3.02006 2.87956 1.12264
40 H -0.06296 2.19727 -1.81312
41 H 0.21634 0.53955 -1.54993

The calculation puts the HOMO energy at -9.32 eV.

Entry from OMol25: C5H7ClN2 as an isolated structure at a distorted geometry (ωB97M-V/def2-TZVPD).

Element x y z (Å)
1 C -1.57604 0.85151 0.02644
2 C -0.11052 0.38202 -0.46537
3 C 0.13715 -0.88140 -0.19948
4 C 2.20136 -0.02294 0.18123
5 C 1.27148 1.15354 0.28659
6 H -2.14549 1.83515 -0.54361
7 H -1.48069 0.98875 1.40136
8 H -0.53969 -1.86321 -0.29492
9 H 1.96540 -2.10571 -0.75405
10 H 3.71679 0.90644 -0.90367
11 H 1.63258 2.16895 -0.31014
12 H 0.99605 1.44914 1.61449
13 N 1.48299 -1.14191 0.71675
14 N 3.40703 -0.00014 -0.44519
15 Cl -2.93621 -0.25186 -0.06393

The calculation puts the HOMO energy at -9.45 eV.

Entry from OMol25: C4H3LiOSr as an isolated structure at a distorted geometry (ωB97M-V/def2-TZVPD).

Element x y z (Å)
1 C 2.80154 -1.00558 0.44242
2 C 2.55253 -0.28063 -0.60103
3 H 3.56576 -1.72200 0.76866
4 H 3.01659 -0.03227 -1.56375
5 Sr 0.88591 0.37138 1.14727
6 C -0.83227 1.17344 -0.47994
7 C -1.91456 0.50104 -0.64680
8 O -2.79938 -0.28906 -0.81210
9 H -0.73887 2.22339 -0.76331
10 Li -3.62362 -1.59437 -1.81346

The calculation puts the HOMO energy (spin up / spin down) at -9.64 / -12.09 eV. As for the spin multiplicity: 2. As for the net charge: +1.

Entry from OMol25: C43H48BBr3N9O2RbS3 as an isolated structure (ωB97M-V/def2-TZVPD).

Element x y z (Å)
1 Rb 2.36267 2.36226 0.10109
2 C 2.80010 -2.42578 2.12472
3 C 1.42704 -1.91740 1.83597
4 C 0.46658 -1.88861 2.78571
5 C -0.85130 -1.45544 2.46108
6 N -1.12929 -1.02438 1.27890
7 N -0.17038 -0.98685 0.32468
8 B -0.71820 -0.40445 -0.98377
9 N -0.62679 -1.33863 -2.22717
10 N -0.95237 -2.59679 -2.43816
11 C -0.63479 -3.07997 -3.61558
12 C 0.00375 -2.27526 -4.59805
13 C 0.34875 -0.97545 -4.35256
14 C 1.06663 -0.07550 -5.30530
15 C 0.01208 -0.52984 -3.06415
16 S 0.28679 0.89014 -2.13501
17 C -0.95407 -4.54012 -3.89426
18 C -1.56524 -5.20984 -2.66308
19 C 0.34781 -5.26627 -4.26317
20 C -1.94741 -4.62329 -5.05983
21 N -2.13103 0.14016 -0.79307
22 N -3.09112 -0.63610 -1.32421
23 C -4.33057 -0.29634 -1.17638
24 C -4.68162 0.88587 -0.46662
25 C -3.72388 1.67275 0.07532
26 C -4.04720 2.91509 0.83814
27 C -2.34616 1.27527 -0.08076
28 S -1.07591 2.14818 0.57750
29 C -5.39634 -1.20590 -1.77043
30 C -6.28534 -1.72234 -0.63041
31 C -4.75650 -2.39479 -2.48543
32 C -6.24297 -0.40474 -2.76644
33 C 1.09603 -1.47584 0.49565
34 S 2.18620 -1.60035 -0.76841
35 C -1.98038 -1.50474 3.48275
36 C -1.61660 -0.62376 4.68404
37 C -2.16185 -2.95793 3.94378
38 C -3.28713 -1.00013 2.87470
39 H 2.89613 -2.67786 3.18043
40 H 3.00126 -3.31283 1.52100
41 H 3.53902 -1.67324 1.85483
42 H 0.69140 -2.22328 3.79090
43 H 0.24370 -2.71501 -5.55835
44 H 1.24745 -0.56996 -6.25732
45 H 0.48858 0.83340 -5.47893
46 H 2.02304 0.23119 -4.87740
47 H -0.88827 -5.15895 -1.81086
48 H -2.50003 -4.72880 -2.37839
49 H -1.76561 -6.25851 -2.88843
50 H 1.07064 -5.19968 -3.44855
51 H 0.13596 -6.32025 -4.44964
52 H 0.80938 -4.85593 -5.16282
53 H -2.88078 -4.11753 -4.80566
54 H -1.54838 -4.17136 -5.96983
55 H -2.17141 -5.66887 -5.27580
56 H -5.72531 1.15290 -0.35617
57 H -5.12181 3.09020 0.84917
58 H -3.67898 2.83573 1.86234
59 H -3.53824 3.77326 0.39808
60 H -5.69616 -2.29840 0.08560
61 H -6.77030 -0.90533 -0.09357
62 H -7.06717 -2.36897 -1.03222
63 H -4.13781 -2.97107 -1.79783
64 H -5.53727 -3.04097 -2.89069
65 H -4.11614 -2.06150 -3.30323
66 H -6.74120 0.44013 -2.28826
67 H -5.62542 -0.01979 -3.57987
68 H -7.01336 -1.04733 -3.19605
69 H -0.66409 -0.91425 5.13158
70 H -1.54731 0.42215 4.38134
71 H -2.38976 -0.70809 5.45009
72 H -1.25682 -3.34969 4.41092
73 H -2.96908 -3.01924 4.67568
74 H -2.41462 -3.60094 3.09900
75 H -3.18744 0.03615 2.54857
76 H -3.57478 -1.59582 2.00766
77 H -4.08180 -1.05640 3.62131
78 Br 2.67078 1.87313 7.56193
79 C 2.47594 1.70083 5.69138
80 C 1.21265 1.67588 5.13091
81 C 1.12955 1.53870 3.75381
82 N 2.19022 1.42335 2.95947
83 C 3.39939 1.45615 3.51995
84 C 3.59519 1.59330 4.89024
85 C 4.56293 1.33174 2.59511
86 C 5.73559 2.03639 2.83089
87 C 6.77226 1.88484 1.93143
88 Br 8.37541 2.84333 2.17950
89 C 6.62793 1.04560 0.84311
90 C 5.40926 0.40143 0.69116
91 N 4.39434 0.53999 1.53738
92 H 0.32352 1.76179 5.73894
93 H 0.16298 1.52476 3.25978
94 H 4.58819 1.58916 5.31602
95 H 5.81943 2.72238 3.66137
96 H 7.42186 0.91087 0.12341
97 H 5.23286 -0.25597 -0.15416
98 Br 4.93334 9.12310 -3.22747
99 C 4.86864 8.18986 -1.57575
100 C 5.16666 8.86426 -0.40238
101 N 5.14560 8.26427 0.78381
102 C 4.82985 6.97093 0.82194
103 C 4.50906 6.22287 -0.30260
104 C 4.52838 6.85369 -1.53725
105 C 4.14411 4.75073 -0.20948
106 O 4.24623 4.21153 0.92111
107 O 3.76084 4.20292 -1.26988
108 H 5.42827 9.91548 -0.42245
109 H 4.82759 6.48721 1.79075
110 H 4.27391 6.28730 -2.42238

The calculation puts the HOMO energy at -8.09 eV.

Entry from OMol25: one molecule with the formula C6H7F4NO4 at a distorted geometry (ωB97M-V/def2-TZVPD).

Element x y z (Å)
1 O 3.08665 -1.49029 0.67532
2 C 2.85204 -0.85691 -0.31196
3 F 3.00479 -1.40467 -1.52718
4 C 2.37554 0.56053 -0.38990
5 N 1.94679 1.05451 0.89946
6 C 0.57857 1.09453 1.14449
7 O 0.07000 0.66931 2.15832
8 O -0.09269 1.70609 0.15160
9 C -1.38458 1.16418 -0.10869
10 C -1.40162 -0.33162 -0.41167
11 O -1.82279 -0.48257 -1.76844
12 C -2.43970 -1.06477 0.43077
13 F -3.67831 -0.65907 0.11177
14 F -2.34560 -2.39035 0.19553
15 F -2.27546 -0.87313 1.74661
16 H 3.21118 1.15261 -0.75532
17 H 1.61410 0.62825 -1.15517
18 H 2.39031 0.56440 1.66135
19 H -1.73027 1.66246 -1.00053
20 H -2.09602 1.40040 0.67240
21 H -0.43501 -0.81378 -0.32442
22 H -1.42791 -1.29012 -2.09433

The calculation puts the HOMO energy at -10.65 eV.

Energy values, unit Ha, following the record order: -415.7994; -898.8997; -764.0520; -267.3515; -11276.3858; -988.0529.
ΔE to the lowest compared entry with this formula, charge and spin values, unit kcal/mol, following the record order: 151.3; 53.4; 238.8; 0.0; 1.5; 0.0.